Entry 1:
148
Properties=species:S:1:pos:R:3:mulliken_charge:R:1 method="wB97M-V/def2-TZVPD" largest_force_ev_per_a=7.06 e_tot_ev=-139829.9239 spin_multiplicity=1 gap_ev=6.30 e_homo_ev=-6.94 total_charge=0
N -4.89064 -2.37863 -1.22217 -0.238
S -5.99142 -2.69866 -0.20242 1.018
O -7.36793 -2.26283 -0.45899 -0.598
O -5.48333 -2.85939 1.13047 -0.537
F -6.09911 -4.22567 -0.77592 -0.361
S -5.23705 -0.71290 -1.05602 0.958
O -5.16669 -0.09791 0.26664 -0.383
O -6.04130 -0.09798 -2.10018 -0.632
F -3.72546 -0.20504 -1.50117 -0.275
C -0.78088 0.00794 -0.32414 0.017
C 0.26416 -1.11177 -0.43009 2.707
O 0.02086 -2.12513 -1.34852 -1.366
H -1.61392 -0.34482 0.28527 -0.086
H -1.00073 0.41452 -1.31170 0.066
H -0.47892 0.88925 0.24647 -0.779
H 0.51963 -1.51404 0.55732 -0.683
H 1.20002 -0.61097 -0.72131 -1.226
C -2.82366 -3.96971 1.13203 -0.311
C -2.08190 -5.29461 1.04150 -1.058
C -0.75454 -5.31502 1.83130 -1.202
C 0.24773 -4.22472 1.54278 1.614
N 1.68755 -4.49347 1.99520 1.046
C 2.25319 -5.84655 1.56106 -0.680
C 3.75728 -5.65801 1.63935 -1.214
C 4.00573 -4.20682 1.16175 -0.503
C 2.69248 -3.49167 1.36378 0.665
C 1.78879 -4.39007 3.48097 -1.215
H -2.96770 -3.60785 2.14885 0.221
H -3.76265 -4.02624 0.58163 0.262
H -2.23106 -3.29158 0.51414 0.007
H -1.90593 -5.61028 0.01199 0.316
H -2.68523 -6.11382 1.43722 0.464
H -0.31058 -6.31201 1.83996 0.332
H -0.92723 -5.15576 2.89953 0.391
H -0.08150 -3.25492 1.91425 -1.482
H 0.44802 -4.12063 0.47397 0.454
H 1.83869 -6.57053 2.25979 0.510
H 1.87980 -5.97479 0.54532 0.386
H 4.21034 -5.91631 2.59558 0.361
H 4.26553 -6.32174 0.93885 0.467
H 4.84413 -3.74992 1.68657 0.403
H 4.29908 -4.15660 0.11345 0.158
H 2.69274 -2.65041 2.05342 0.147
H 2.27649 -3.34469 0.36795 -0.420
H 2.82853 -4.41294 3.80585 0.402
H 1.20663 -5.21373 3.88963 0.391
H 1.44177 -3.39604 3.76278 0.437
C -1.78834 4.71459 1.16598 -1.377
C -2.14392 3.27680 0.65751 1.092
C -3.31860 2.67613 1.46015 -0.427
C -3.06456 2.51461 2.95588 -1.292
N -3.91790 1.44345 3.66854 0.839
C -3.87685 1.67261 5.19406 -0.755
C -5.10678 2.47898 5.54009 -0.628
C -5.89860 2.69937 4.24573 -0.813
C -5.38118 1.54621 3.35003 -0.496
C -3.38267 0.05350 3.37479 -0.895
H -2.61277 5.41552 1.02648 0.370
H -0.89783 5.08054 0.65627 0.276
H -1.65534 4.64228 2.24534 0.326
H -1.30248 2.58577 0.69503 -0.874
H -2.55967 3.28836 -0.35141 0.482
H -3.44179 1.69168 1.00491 0.108
H -4.23290 3.25660 1.33172 0.459
H -3.29275 3.43597 3.49459 0.385
H -2.00059 2.39433 3.16696 0.478
H -3.99584 0.66232 5.58612 0.393
H -2.87063 1.95867 5.49784 0.478
H -5.63874 1.90920 6.29988 0.348
H -4.80511 3.45856 5.91243 0.320
H -6.96877 2.57944 4.41193 0.481
H -5.74941 3.61483 3.67464 0.248
H -5.81498 0.57482 3.57780 0.600
H -5.49694 1.92823 2.33811 0.301
H -2.38049 0.04431 3.79450 0.165
H -3.29474 -0.13620 2.30643 -0.048
H -3.92526 -0.71528 3.92199 0.558
C 4.29564 -2.38687 -6.75998 -0.740
O 3.10566 -2.11823 -6.02910 -0.317
C 2.38478 -3.21222 -5.48443 -0.808
C 1.56075 -2.87775 -4.19400 -0.606
N 2.36296 -2.55194 -2.93534 0.560
H 1.63371 -2.36022 -2.24472 -0.569
H 2.74605 -3.41895 -2.57549 0.476
C 3.34639 -1.33969 -3.07851 0.094
C 4.49321 -1.32339 -2.06555 -1.166
O 3.85451 -1.43716 -0.79895 0.783
C 4.73581 -1.20457 0.32236 -1.370
H 4.23547 -3.24719 -7.42700 0.334
H 5.05629 -2.51858 -5.98779 0.302
H 4.49898 -1.48174 -7.33002 0.218
H 3.00873 -4.05131 -5.16453 0.389
H 1.72296 -3.53874 -6.28757 0.494
H 1.00637 -3.79376 -3.99580 0.455
H 0.89217 -2.05974 -4.45639 0.336
H 2.60680 -0.56345 -2.87851 -0.183
H 3.68092 -1.20550 -4.10562 0.580
H 4.98106 -0.36287 -2.24354 0.355
H 5.18748 -2.14366 -2.26005 0.382
H 5.47640 -2.00367 0.38315 0.352
H 4.17290 -1.17086 1.25299 0.294
H 5.27337 -0.26119 0.21976 0.411
C 3.25025 2.45065 -3.71897 -1.430
C 1.77876 2.41473 -3.43394 0.247
N 1.10871 3.82084 -3.29598 0.526
C 1.16229 4.42841 -4.68466 -1.272
C -0.33864 3.77736 -2.80840 -0.427
C -1.16293 2.73306 -3.61317 -1.486
C 1.89468 4.71848 -2.32318 -0.351
C 1.41531 6.15661 -2.17814 -0.783
O 0.21505 6.18594 -1.35962 -0.047
C -0.40815 7.45500 -1.27899 -0.895
H 3.70688 2.40160 -2.73077 0.418
H 3.56648 3.27773 -4.35270 0.363
H 3.53304 1.58779 -4.32278 0.200
H 1.47851 1.93913 -2.50067 -0.364
H 1.22698 2.01186 -4.28243 0.520
H 0.69373 5.40793 -4.74690 0.398
H 0.88119 3.71161 -5.45330 0.421
H 2.20267 4.64932 -4.92570 0.465
H -0.79416 4.73399 -3.05988 0.305
H -0.43460 3.67698 -1.72862 0.554
H -2.20816 3.04141 -3.58236 0.458
H -0.85753 1.70847 -3.41371 0.253
H -1.08072 2.92170 -4.68693 0.464
H 2.90966 4.66465 -2.71482 0.575
H 1.89402 4.20306 -1.36175 0.017
H 1.10105 6.49850 -3.16514 0.323
H 2.16465 6.72527 -1.62797 0.466
H 0.26482 8.15905 -0.78714 0.323
H -1.35972 7.34198 -0.76269 0.235
H -0.62512 7.82480 -2.28451 0.344
C 0.22846 -1.69992 3.59430 -0.362
F 1.38515 -1.45860 2.93821 -0.267
F -0.75818 -1.62087 2.71430 0.276
F 0.20081 -2.91530 4.11011 -0.208
S -0.08503 -0.47713 5.10560 1.084
O -0.21993 0.87172 4.52110 -0.517
O -1.33788 -0.96009 5.65837 -0.656
O 1.11612 -0.51849 5.95001 -0.705
C 2.19252 1.80859 0.54538 -0.055
F 1.89771 0.73921 1.28033 0.128
F 2.98660 1.47343 -0.47991 -0.102
F 1.05659 2.30034 0.01672 0.226
S 2.99105 3.21578 1.69901 1.247
O 3.96190 2.58937 2.59904 -0.678
O 3.56283 4.17699 0.72445 -0.702
O 1.87945 3.75959 2.50513 -0.639

Entry 2:
17
Properties=species:S:1:pos:R:3:mulliken_charge:R:1 method="wB97M-V/def2-TZVPD" largest_force_ev_per_a=1.60 e_tot_ev=-7847.6441 spin_multiplicity=1 relative_energy_kj_mol=48.4 gap_ev=12.36 e_homo_ev=-15.50 total_charge=+1
C 0.35986 -1.74157 0.66311 -1.031
C 0.27222 -0.23883 0.83895 -0.332
N 0.28233 0.68245 -0.34955 -0.219
H 0.80087 -2.07528 -0.27111 0.308
H 0.95646 -2.12324 1.48300 0.328
H -0.62510 -2.19667 0.70165 0.338
H -0.66808 0.04751 1.31444 0.241
H 1.00198 0.15261 1.53276 0.378
H 1.23556 0.95373 -0.59248 0.371
H -0.26099 1.52136 -0.12435 0.327
H -0.16466 0.35765 -1.20302 0.271
H 0.09028 -2.11263 -3.24805 0.322
H -0.02549 -0.81466 -3.96460 0.315
O -0.08319 -1.17700 -3.07120 -0.628
H -0.52316 3.48850 2.05320 0.315
H -1.67877 2.60222 2.44401 0.321
O -0.97012 2.67384 1.79324 -0.625

Entry 3:
14
Properties=species:S:1:pos:R:3:mulliken_charge:R:1 method="wB97M-V/def2-TZVPD" largest_force_ev_per_a=3.25 e_tot_ev=-7360.1688 spin_multiplicity=1 smiles="O=CCC1CC1" relative_energy_kj_mol=201.3 gap_ev=10.50 e_homo_ev=-9.49 total_charge=0
O -1.95517 1.24187 0.99786 -0.424
C -0.84684 1.44514 1.40861 -0.008
C 0.14764 1.13177 0.28923 -0.693
C -0.22863 -0.05567 -0.63535 0.021
C 0.92954 -0.89431 -1.13311 -0.610
C -0.03709 -1.46286 -0.13551 -0.515
H -0.69179 1.37092 2.52927 0.313
H 0.30496 2.03245 -0.31307 0.301
H 1.01364 0.83342 0.85344 0.275
H -1.04352 0.07895 -1.34888 0.388
H 0.90614 -1.27421 -2.15207 0.256
H 1.92680 -0.63148 -0.78504 0.223
H -0.72779 -2.23624 -0.46525 0.251
H 0.30210 -1.57976 0.88988 0.223

Entry 4:
8
Properties=species:S:1:pos:R:3:mulliken_charge:R:1 method="wB97M-V/def2-TZVPD" largest_force_ev_per_a=2.91 e_tot_ev=-85042.6135 spin_multiplicity=3 relative_energy_kj_mol=144.2 gap_ev="7.94 / 7.71" e_homo_ev="-8.56 / -9.08" total_charge=0
C 1.52419 0.10450 0.73268 -0.216
C 0.23358 -0.02095 0.03146 -0.567
O 4.26532 -1.31156 -0.44718 -0.283
S 3.26930 -1.98850 0.33180 0.311
Br 2.77156 1.45589 0.02425 -0.079
H -0.60983 0.23821 0.76337 0.280
H 0.00600 0.50714 -0.87518 0.352
H 0.17368 -1.20888 -0.09605 0.202